No. 1
Computed, not measured: a cluster of 15 separate species, C50H118Cl18N12O19P4 in total, with ωB97M-V/def2-TZVPD.

```
221
Properties=species:S:1:pos:R:3:mulliken_charge:R:1
C 0.189 -7.620 -3.354 0.262
Cl -0.335 -5.898 -3.145 -0.014
Cl 1.836 -7.650 -3.875 -0.105
Cl -0.821 -8.332 -4.592 -0.132
H 0.171 -8.174 -2.415 -0.058
C 2.351 -3.007 2.014 1.015
Cl 3.697 -3.752 2.758 -0.127
Cl 2.658 -2.667 0.276 0.026
Cl 1.860 -1.508 2.795 0.102
H 1.482 -3.659 2.104 -1.226
C -3.120 0.852 4.314 0.587
Cl -4.223 -0.546 4.666 -0.096
Cl -1.583 0.770 5.194 -0.063
Cl -4.040 2.342 4.682 -0.117
H -2.918 0.905 3.244 -0.448
C -4.737 -2.619 0.264 -0.689
Cl -4.787 -1.383 -0.927 -0.006
Cl -3.949 -2.087 1.759 0.066
Cl -4.192 -4.180 -0.379 -0.011
H -5.757 -2.814 0.596 0.565
C -4.492 -5.001 -3.951 -0.328
Cl -5.949 -4.561 -3.042 -0.096
Cl -4.008 -6.671 -3.609 -0.082
Cl -3.127 -3.888 -3.670 0.014
H -4.710 -4.868 -5.010 0.429
C -0.721 -0.434 -0.534 -0.920
Cl 0.740 0.351 -0.992 0.776
Cl -0.875 -0.513 1.223 0.643
Cl -1.055 -2.032 -1.262 0.394
H -1.536 0.168 -0.936 -0.396
C -7.059 -0.642 2.840 -0.963
C -6.960 0.870 2.728 0.543
O -6.944 1.354 1.320 -0.456
C -5.751 1.392 0.655 0.382
O -4.611 1.307 1.141 0.239
O -6.156 1.600 -0.638 -0.427
C -5.249 1.831 -1.657 0.227
H -6.926 -0.981 3.867 0.376
H -6.319 -1.177 2.244 -0.054
H -8.017 -1.116 2.624 0.388
H -6.036 1.145 3.237 -0.422
H -7.828 1.173 3.313 0.329
H -5.716 1.834 -2.642 0.343
H -4.433 1.130 -1.834 -0.221
H -4.950 2.859 -1.454 -0.078
C 1.032 2.274 2.549 0.516
C 1.990 1.571 3.604 -0.248
O 2.594 2.543 4.424 -0.282
C 3.307 2.231 5.540 0.724
O 3.669 1.111 5.890 -0.593
O 3.567 3.358 6.206 -0.340
C 4.288 3.277 7.437 -0.694
H 1.594 2.938 1.892 -0.198
H 0.219 2.727 3.116 0.159
H 0.571 1.468 1.978 -0.530
H 2.795 1.064 3.073 0.326
H 1.447 0.758 4.087 0.396
H 4.275 4.268 7.889 0.245
H 5.309 2.921 7.299 0.270
H 3.701 2.609 8.067 0.328
C -0.650 -0.647 -4.598 -0.380
C -1.963 0.115 -4.395 -0.674
O -1.714 1.321 -3.671 0.382
C -2.596 2.328 -3.825 0.126
O -3.631 2.303 -4.434 -0.634
O -2.258 3.332 -3.026 0.171
C -3.055 4.516 -2.932 -0.760
H -0.107 -1.046 -3.741 -0.378
H 0.154 -0.200 -5.183 0.441
H -0.964 -1.560 -5.104 0.237
H -2.681 -0.503 -3.856 0.190
H -2.416 0.295 -5.370 0.462
H -4.121 4.291 -2.946 0.427
H -2.868 5.225 -3.739 0.366
H -2.820 5.032 -2.001 0.015
C -3.116 -3.861 5.605 -1.085
C -1.930 -3.072 6.057 0.521
O -0.810 -3.821 5.669 -0.195
C 0.493 -3.420 5.900 0.690
O 1.465 -4.152 5.614 -0.628
O 0.569 -2.199 6.490 -0.263
C 1.832 -1.771 7.051 -0.620
H -3.256 -4.758 6.208 0.380
H -3.005 -4.122 4.553 0.036
H -4.042 -3.318 5.795 0.382
H -1.912 -2.893 7.132 0.294
H -1.864 -2.089 5.590 -0.290
H 2.725 -2.285 6.693 0.342
H 1.756 -1.870 8.134 0.285
H 1.992 -0.760 6.678 0.099
C 6.207 2.082 2.834 -1.504
C 5.102 2.699 1.945 -0.045
O 4.707 1.793 0.889 0.114
C 5.238 1.922 -0.359 0.349
O 6.107 2.730 -0.762 -0.668
O 4.625 1.077 -1.043 -0.130
C 4.802 0.915 -2.432 -0.079
H 6.471 2.775 3.632 0.404
H 7.159 1.995 2.308 0.411
H 5.802 1.196 3.324 0.274
H 5.486 3.668 1.629 0.337
H 4.207 2.915 2.530 0.209
H 4.034 0.273 -2.864 -0.080
H 5.782 0.557 -2.748 0.340
H 4.693 1.893 -2.902 -0.031
O 1.553 7.359 -2.778 -0.848
P 2.132 6.017 -2.588 0.029
N 2.144 5.625 -0.897 0.321
C 1.092 6.138 -0.054 -1.081
C 3.128 4.777 -0.152 -1.175
N 3.722 5.835 -3.242 0.176
C 4.423 4.552 -3.489 -0.924
C 4.599 7.018 -3.047 -1.096
N 1.241 4.749 -3.307 0.824
C 1.235 3.394 -2.829 -0.130
C 0.614 4.935 -4.653 -1.165
H 0.977 5.499 0.821 0.240
H 0.123 6.161 -0.552 0.405
H 1.358 7.134 0.300 0.314
H 4.168 4.972 -0.415 0.346
H 2.890 3.751 -0.431 0.242
H 3.031 4.886 0.928 0.607
H 5.216 4.624 -4.234 0.438
H 4.859 4.205 -2.552 0.453
H 3.678 3.819 -3.797 0.039
H 4.502 7.316 -2.003 0.345
H 5.650 6.829 -3.261 0.432
H 4.346 7.757 -3.808 0.291
H 0.619 2.798 -3.503 0.083
H 2.238 2.970 -2.801 -0.200
H 0.833 3.338 -1.818 -0.108
H 0.011 5.842 -4.622 0.322
H 0.005 4.125 -5.056 0.352
H 1.440 5.179 -5.321 0.340
O 1.366 -7.548 0.091 -0.938
P 0.369 -7.411 1.183 0.251
N -0.136 -5.837 1.414 0.865
C 0.042 -4.909 0.270 -0.497
C -1.081 -5.312 2.448 -1.671
N 0.811 -7.902 2.782 0.188
C 2.185 -7.804 3.144 -0.816
C -0.128 -7.916 3.905 -0.864
N -1.082 -8.248 0.863 0.458
C -2.121 -7.778 -0.005 -0.960
C -1.053 -9.727 0.858 -1.188
H -0.863 -4.763 -0.320 0.259
H 0.851 -5.147 -0.421 0.549
H 0.202 -3.876 0.577 -0.328
H -0.557 -5.150 3.390 0.334
H -1.846 -6.047 2.701 0.560
H -1.558 -4.390 2.116 0.403
H 2.492 -6.785 2.905 0.180
H 2.273 -8.073 4.197 0.345
H 2.773 -8.436 2.479 0.271
H -0.464 -6.923 4.205 0.146
H -0.997 -8.469 3.550 0.265
H 0.198 -8.370 4.841 0.462
H -3.151 -7.915 0.325 0.282
H -1.993 -6.701 -0.103 0.017
H -2.129 -8.264 -0.981 0.445
H -0.347 -10.143 0.140 0.270
H -2.054 -10.108 0.655 0.477
H -0.831 -9.960 1.900 0.319
O -2.617 7.779 0.414 -0.890
P -3.043 7.030 1.615 0.562
N -4.407 7.677 2.502 0.245
C -5.107 6.976 3.589 -1.176
C -4.649 9.095 2.477 -1.124
N -1.795 7.018 2.896 0.471
C -0.525 7.730 2.656 -1.085
C -1.942 6.508 4.260 -0.734
N -3.370 5.353 1.380 0.638
C -4.526 4.983 0.531 -0.688
C -2.248 4.407 1.309 -0.790
H -4.777 7.139 4.615 0.332
H -5.128 5.911 3.361 0.293
H -6.151 7.286 3.556 0.422
H -4.768 9.492 1.469 0.304
H -4.109 9.749 3.163 0.313
H -5.661 9.208 2.867 0.418
H -0.525 8.224 1.685 0.286
H -0.439 8.533 3.389 0.382
H 0.221 6.937 2.602 0.229
H -1.497 7.089 5.068 0.309
H -2.957 6.289 4.589 0.067
H -1.333 5.607 4.329 0.187
H -4.861 4.045 0.974 0.314
H -5.261 5.788 0.535 0.483
H -4.220 4.890 -0.511 -0.288
H -1.710 4.319 2.253 0.090
H -1.470 4.662 0.589 0.034
H -2.456 3.374 1.029 0.335
O 3.642 -1.604 -6.970 -0.863
P 3.363 -2.868 -6.266 -0.008
N 1.754 -3.397 -6.529 0.619
C 0.915 -2.959 -7.671 -1.071
C 1.178 -4.505 -5.782 -1.384
N 3.592 -2.785 -4.596 0.622
C 2.607 -2.091 -3.766 -0.727
C 4.968 -2.633 -4.061 -1.124
N 4.342 -4.165 -6.758 0.365
C 4.375 -5.507 -6.061 -0.879
C 5.160 -4.123 -8.005 -1.028
H 1.417 -2.417 -8.473 0.327
H 0.033 -2.361 -7.441 0.227
H 0.523 -3.810 -8.227 0.390
H 1.137 -5.351 -6.468 0.332
H 0.164 -4.299 -5.439 0.385
H 1.865 -4.704 -4.959 0.445
H 2.856 -1.974 -2.711 0.226
H 2.410 -1.075 -4.108 0.192
H 1.658 -2.627 -3.742 0.069
H 5.486 -3.570 -4.270 0.311
H 5.502 -1.837 -4.579 0.340
H 4.968 -2.419 -2.992 0.370
H 5.238 -6.117 -6.326 0.468
H 4.620 -5.509 -4.999 0.270
H 3.417 -5.979 -6.279 0.196
H 5.989 -4.830 -8.048 0.340
H 5.629 -3.145 -8.114 0.298
H 4.452 -4.246 -8.824 0.310
```

Net charge: 0
LUMO level: 0.12 eV
HOMO: -8.16 eV
Kohn-Sham gap: 8.274 eV
ΔE to the lowest compared entry with this formula, charge and spin: 48.3 kcal per mole
E: -373108.283 eV

No. 2
Computed, not measured: a cluster of 11 separate species, C50H118N4O11 in total, with ωB97M-V/def2-TZVPD.

```
183
Properties=species:S:1:pos:R:3:mulliken_charge:R:1
C -1.385 -1.165 4.241 -1.301
C -1.861 -2.572 3.937 2.260
C -0.635 -3.286 3.396 -1.985
C -2.277 -3.303 5.254 -1.413
C -3.708 -2.910 5.805 -0.673
C -4.696 -2.790 4.681 -1.471
C -4.329 -2.028 3.384 2.334
C -5.252 -2.416 2.303 -2.344
C -4.324 -0.491 3.501 -1.096
N -2.983 -2.639 2.983 -0.288
O -2.648 -2.156 1.691 1.222
H -1.113 -0.620 3.381 -0.202
H -2.092 -0.644 4.958 0.017
H -0.375 -1.259 4.701 0.642
H 0.155 -3.271 4.153 0.555
H -0.893 -4.368 3.235 0.425
H -0.367 -2.937 2.388 -0.024
H -2.142 -4.409 5.204 0.328
H -1.549 -2.921 5.987 0.276
H -4.012 -3.670 6.504 0.467
H -3.620 -2.016 6.439 0.362
H -5.651 -2.433 5.015 0.381
H -4.874 -3.836 4.325 0.416
H -6.283 -2.507 2.658 0.440
H -5.177 -3.438 1.946 0.413
H -5.243 -1.833 1.378 0.293
H -4.010 -0.174 4.526 0.209
H -5.344 -0.041 3.397 0.560
H -3.773 -0.011 2.688 -0.318
H -2.658 -1.139 1.719 -0.475
C 2.425 5.960 -2.247 -1.741
C 2.233 4.594 -1.503 1.514
C 2.460 3.469 -2.467 -1.329
C 3.142 4.413 -0.265 -0.618
C 2.781 5.429 0.857 -1.082
C 1.398 5.006 1.325 -0.612
C 0.313 5.092 0.190 1.951
C -0.884 4.336 0.757 -1.635
C -0.114 6.507 -0.052 -1.388
N 0.851 4.422 -0.985 0.661
O -0.038 4.682 -2.050 -0.419
H 2.183 6.772 -1.604 0.335
H 3.435 6.033 -2.654 0.395
H 1.700 5.943 -3.059 0.315
H 3.519 3.567 -2.884 0.502
H 2.241 2.503 -1.964 -0.090
H 1.932 3.600 -3.424 0.318
H 2.998 3.428 0.225 -0.299
H 4.209 4.427 -0.659 0.529
H 3.582 5.430 1.677 0.304
H 2.774 6.470 0.502 0.411
H 1.093 5.642 2.174 0.603
H 1.566 3.943 1.761 -0.262
H -0.933 4.505 1.843 0.491
H -0.717 3.248 0.632 -0.151
H -1.870 4.627 0.366 0.101
H 0.720 7.284 -0.173 0.187
H -0.922 6.765 0.640 0.427
H -0.657 6.535 -1.019 0.307
H -0.076 3.953 -2.680 -0.038
C 0.897 -3.641 -1.316 -0.723
C 0.429 -5.126 -1.289 2.174
C 1.600 -6.005 -1.633 -2.612
C -0.079 -5.473 0.113 -1.830
C -1.399 -4.778 0.257 1.949
C -2.343 -5.295 -0.795 -2.708
C -1.989 -5.081 -2.178 2.585
C -2.817 -6.022 -3.021 -2.020
C -2.307 -3.612 -2.508 -1.909
N -0.618 -5.493 -2.389 -0.147
O -0.024 -4.966 -3.611 -0.275
H 1.481 -3.374 -2.195 0.562
H 0.046 -3.023 -1.240 -0.551
H 1.449 -3.518 -0.401 0.021
H 2.322 -5.884 -0.900 0.494
H 1.373 -7.013 -1.599 0.458
H 2.001 -5.704 -2.569 0.632
H -0.233 -6.556 0.112 0.365
H 0.561 -5.211 0.903 0.532
H -1.798 -4.863 1.264 0.264
H -1.225 -3.709 0.306 -1.067
H -3.232 -4.733 -0.536 0.642
H -2.553 -6.349 -0.602 0.347
H -2.540 -5.777 -4.048 0.402
H -3.880 -5.886 -2.877 0.329
H -2.548 -7.060 -2.749 0.514
H -2.019 -3.337 -3.501 -0.110
H -1.913 -2.886 -1.807 0.456
H -3.356 -3.575 -2.523 0.760
H 0.293 -5.846 -3.998 0.357
C 7.282 0.523 -0.771 -1.440
C 6.651 0.387 0.640 2.327
C 7.631 0.873 1.646 -2.183
C 5.268 1.054 0.782 -1.584
C 4.245 0.299 -0.104 -0.068
C 4.113 -1.111 0.423 -0.871
C 5.419 -1.890 0.382 2.320
C 5.172 -3.106 1.189 -2.026
C 5.756 -2.284 -1.075 -1.912
N 6.409 -1.076 1.013 -0.077
O 7.653 -1.765 0.744 -0.487
H 7.635 -0.470 -1.161 0.229
H 6.439 0.779 -1.491 0.219
H 8.122 1.218 -0.838 0.427
H 8.642 0.505 1.550 0.420
H 7.620 1.969 1.622 0.429
H 7.270 0.509 2.559 0.518
H 4.931 0.964 1.810 0.426
H 5.324 2.099 0.530 0.326
H 3.287 0.766 -0.124 -0.230
H 4.513 0.215 -1.117 0.389
H 3.345 -1.696 -0.107 -0.328
H 3.721 -1.020 1.432 0.531
H 5.238 -2.838 2.252 0.483
H 5.838 -3.917 0.931 0.398
H 4.186 -3.412 1.027 0.292
H 5.755 -1.492 -1.895 0.306
H 5.009 -2.959 -1.475 0.396
H 6.669 -2.809 -1.202 0.440
H 7.900 -2.052 1.639 0.357
C -0.158 3.871 -6.297 -1.205
C -1.110 3.403 -5.164 -0.310
O -0.478 2.695 -4.133 0.072
H 0.519 4.686 -5.955 0.266
H -0.593 4.129 -7.325 0.342
H 0.539 3.021 -6.523 0.244
H -1.797 2.705 -5.509 0.501
H -1.675 4.191 -4.712 0.300
H -0.078 1.838 -4.444 0.012
C -0.030 0.262 -1.087 -0.067
C -0.836 -0.154 0.086 0.742
O -2.022 0.654 0.220 -0.090
H 0.953 -0.139 -1.081 0.559
H 0.033 1.399 -1.096 -0.646
H -0.522 -0.079 -1.977 -0.214
H -0.387 -0.052 1.131 -0.126
H -1.096 -1.170 -0.007 -0.133
H -2.419 0.799 -0.666 -0.460
C -3.959 2.871 3.089 -1.100
C -2.660 2.542 3.825 -0.159
O -1.770 1.796 2.974 1.546
H -4.384 1.972 2.660 0.184
H -3.811 3.464 2.186 0.158
H -4.750 3.348 3.741 0.332
H -2.861 1.932 4.784 0.363
H -2.161 3.502 4.069 0.373
H -2.087 1.677 2.075 -0.816
C 1.901 2.184 6.025 -1.496
C 0.732 1.787 5.113 0.574
O 0.982 2.384 3.819 -0.519
H 2.803 1.709 5.588 0.299
H 1.800 1.797 7.057 0.385
H 2.137 3.246 6.177 0.344
H -0.163 2.191 5.658 0.145
H 0.696 0.671 4.965 -0.045
H 0.255 2.160 3.240 0.047
C -5.085 -1.168 -2.234 -1.089
C -4.110 -0.572 -3.330 -0.313
O -2.882 -0.047 -2.811 0.554
H -5.412 -0.429 -1.501 0.348
H -4.620 -2.017 -1.714 0.050
H -5.977 -1.481 -2.787 0.472
H -4.656 0.240 -3.859 0.386
H -3.874 -1.420 -3.986 0.238
H -2.945 0.928 -2.846 -0.245
C -3.909 4.964 -1.609 -0.980
C -3.778 3.441 -1.366 0.129
O -2.892 2.811 -2.326 -0.349
H -2.963 5.442 -1.356 0.095
H -4.675 5.341 -0.841 0.336
H -4.160 5.241 -2.616 0.361
H -4.714 2.900 -1.472 0.498
H -3.383 3.266 -0.404 -0.255
H -2.118 3.295 -2.405 -0.013
C -0.054 -2.271 -5.652 -1.347
C 0.361 -1.177 -4.707 0.490
O -0.462 -0.021 -4.721 -0.497
H 0.606 -3.092 -5.450 0.349
H 0.012 -2.033 -6.721 0.382
H -1.089 -2.594 -5.513 0.223
H 1.361 -0.839 -4.920 0.485
H 0.297 -1.571 -3.662 -0.424
H -1.273 -0.199 -4.220 0.101
```

Net charge: 0
LUMO level: 0.61 eV
HOMO: -8.04 eV
SMILES string: CC1(C)CCCC(C)(C)N1O.CC1(C)CCCC(C)(C)N1O.CC1(C)CCCC(C)(C)N1O.CC1(C)CCCC(C)(C)N1O.CCO.CCO.CCO.CCO.CCO.CCO.CCO
Kohn-Sham gap: 8.646 eV
ΔE to the lowest compared entry with this formula, charge and spin: 28.1 kcal per mole
E: -82238.843 eV